{"formula": "C5H8O", "method": "wB97M-V/def2-TZVPD", "species": ["O", "C", "C", "C", "C", "C", "H", "H", "H", "H", "H", "H", "H", "H"], "coordinates": [[-0.89556, 1.86995, -0.15086], [-0.75580, 0.64235, 0.51882], [-1.11472, -0.64017, -0.28962], [0.32395, -1.08401, -0.13513], [1.31140, -0.10408, -0.70902], [0.66429, 0.05542, 0.77244], [-0.49584, 1.76606, -1.02854], [-1.30856, 0.73149, 1.45434], [-1.43504, -0.46042, -1.31911], [-1.83399, -1.27975, 0.23145], [0.65411, -2.12126, 0.00865], [1.26990, 0.97898, -0.34579], [2.31571, -0.50682, -0.64286], [1.30017, 0.15225, 1.63523]], "atomic_forces_ev_per_a": [[0.3, 0.0, -0.1], [0.0, -0.2, 0.3], [-0.2, 0.1, -0.1], [-0.1, 0.0, 0.5], [0.6, 0.9, 0.7], [-0.4, -1.2, 0.8], [-0.1, 0.1, 0.2], [0.0, 0.0, -0.1], [-0.1, 0.0, 0.1], [0.1, 0.1, -0.1], [0.0, 0.6, -0.2], [-0.1, -0.4, -2.4], [0.1, 0.2, 0.2], [-0.1, -0.2, 0.2]], "nbo_charge": [-0.704, 0.101, -0.429, -0.201, -0.590, -0.261, 0.474, 0.193, 0.208, 0.215, 0.238, 0.311, 0.212, 0.233], "homo_ha": -0.3148, "relative_energy_ev": 4.142, "orbital_gap_ev": 9.63}



{"formula": "C5H9F2N", "method": "wB97M-V/def2-TZVPD", "species": ["C", "C", "C", "C", "C", "H", "H", "H", "H", "H", "H", "H", "H", "H", "N", "F", "F"], "coordinates": [[-1.64172, 0.62159, -0.73223], [-0.59931, -0.53933, -0.29681], [0.67020, -0.76663, 1.22101], [0.79544, -0.46532, -0.25119], [1.46527, 0.87091, -0.60825], [-2.62828, 0.26647, -0.08994], [-1.19180, 1.57132, -0.57717], [-2.02542, 0.59622, -1.99395], [-0.66365, -1.49092, -0.85962], [-1.50048, -0.99261, 1.65039], [0.62746, -1.74129, 1.53467], [1.11230, -0.11952, 2.08775], [1.03889, 1.49457, -1.53516], [2.61518, 0.86052, -0.52665], [-0.71516, -0.31549, 1.15120], [1.43861, -1.55552, -0.78895], [1.20249, 1.70503, 0.61489]], "atomic_forces_ev_per_a": [[-2.3, -3.8, -3.6], [-6.6, 2.1, -1.9], [0.4, 4.1, 4.4], [5.3, 1.2, 1.2], [1.1, 2.3, 1.4], [2.6, 1.7, -1.7], [-0.2, 0.8, 0.7], [1.2, 0.0, 3.7], [-1.6, -0.2, 0.8], [2.7, 2.1, -1.5], [1.0, -2.7, 0.0], [0.3, -1.3, -1.9], [1.0, -1.7, 2.1], [-1.8, -0.4, -0.9], [-3.5, -3.4, 1.2], [0.5, -0.1, -1.6], [0.0, -0.7, -2.3]], "nbo_charge": [-0.591, -0.121, -0.237, 0.248, 0.019, 0.230, 0.216, 0.175, 0.218, 0.352, 0.200, 0.207, 0.207, 0.211, -0.583, -0.348, -0.404], "homo_ha": -0.3413, "relative_energy_ev": 3.978, "orbital_gap_ev": 10.17}



{"formula": "C10H7N2OS3Se2Te2V", "method": "wB97M-V/def2-TZVPD", "species": ["V", "O", "C", "C", "C", "C", "C", "C", "C", "N", "C", "C", "N", "H", "H", "H", "H", "H", "H", "H", "Se", "Te", "Te", "Se", "S", "C", "S", "S"], "coordinates": [[-1.64640, 0.11323, -1.39698], [-1.34138, 0.01719, 0.59570], [-0.44455, 0.00432, 1.49962], [-0.82356, 0.00377, 2.87241], [0.10906, -0.00700, 3.87812], [1.47832, -0.02012, 3.58905], [1.87325, -0.02528, 2.26708], [0.95261, -0.01586, 1.21578], [1.39040, -0.03436, -0.16919], [0.64901, -0.01005, -1.26621], [1.51154, -0.05850, -2.33584], [2.79057, -0.10869, -1.89435], [2.70485, -0.09637, -0.51867], [-1.88575, 0.01046, 3.08031], [-0.22202, -0.00637, 4.91153], [2.21502, -0.02632, 4.38244], [2.93910, -0.03381, 2.05866], [1.13150, -0.04822, -3.34144], [3.73139, -0.14696, -2.41294], [3.46982, -0.11862, 0.12613], [-1.57647, -0.11213, -3.81577], [-0.71686, 2.08733, -4.77797], [-2.22964, 3.70759, -3.23357], [-1.45529, 2.75896, -1.06923], [-4.80748, -3.18421, -0.66606], [-3.69668, -2.00417, -1.04568], [-4.05382, -0.31051, -1.07997], [-2.04654, -2.33531, -1.45295]], "atomic_forces_ev_per_a": [[0.0, -0.3, 1.3], [-0.3, 0.0, -0.4], [0.2, 0.0, 0.0], [0.0, 0.0, -0.1], [0.0, 0.0, 0.0], [0.1, 0.0, 0.0], [0.0, 0.0, 0.0], [-0.2, 0.0, 0.1], [0.1, 0.0, -0.2], [-0.3, 0.0, 0.0], [0.0, 0.0, 0.0], [0.0, 0.0, 0.0], [-0.1, 0.0, 0.0], [0.0, 0.0, 0.0], [0.0, 0.0, 0.0], [0.0, 0.0, 0.0], [0.0, 0.0, 0.0], [0.0, 0.0, 0.0], [0.0, 0.0, 0.0], [0.0, 0.0, 0.0], [0.0, 0.0, -0.8], [-0.1, -0.1, 0.0], [0.0, 0.0, -0.1], [0.0, -0.1, 0.1], [-0.2, -0.1, 0.0], [0.1, 0.2, -0.1], [0.4, 0.2, 0.0], [0.1, 0.2, 0.0]], "nbo_charge": [0.796, -0.727, 0.413, -0.239, -0.212, -0.317, -0.159, -0.228, 0.399, -0.500, -0.057, -0.124, -0.524, 0.214, 0.191, 0.189, 0.168, 0.243, 0.200, 0.404, -0.443, -0.072, 0.018, -0.571, -0.282, -0.477, -0.133, -0.173], "homo_ha": [-0.0474, -0.0499], "multiplicity": 3, "charge": -2, "relative_energy_ev": 0.000, "s_squared": 2.031, "orbital_gap_ev": [5.44, 5.50]}



{"formula": "C47H53KN5O3P2S4", "method": "wB97M-V/def2-TZVPD", "species": ["K", "O", "S", "C", "C", "C", "C", "C", "C", "P", "C", "C", "C", "C", "C", "C", "C", "C", "C", "C", "C", "C", "C", "C", "C", "C", "C", "C", "P", "C", "C", "C", "C", "C", "C", "C", "C", "C", "C", "C", "C", "H", "H", "H", "H", "H", "H", "H", "H", "H", "H", "H", "H", "H", "H", "H", "H", "H", "H", "H", "H", "H", "H", "H", "H", "H", "H", "H", "H", "C", "O", "C", "C", "O", "C", "H", "H", "H", "H", "H", "H", "H", "H", "H", "H", "S", "C", "S", "S", "C", "N", "C", "N", "C", "N", "C", "N", "C", "C", "H", "H", "H", "H", "H", "H", "H", "H", "H", "H", "H", "H", "N", "H", "H", "H"], "coordinates": [[-3.34190, 0.67411, -0.21324], [2.01925, 2.04456, 0.61536], [3.03027, 0.93695, 0.81990], [4.42715, 1.38782, -0.37894], [5.53524, 2.06999, 0.02039], [6.31124, 2.83763, -0.85064], [5.93878, 2.90590, -2.19766], [4.95966, 2.15987, -2.73197], [4.20276, 1.32460, -1.78632], [3.34928, -0.09877, -2.43919], [4.32007, -0.88765, -3.70318], [4.93417, -2.10452, -3.26913], [5.62226, -2.91494, -4.09190], [5.90664, -2.43566, -5.45509], [5.37494, -1.22502, -5.88254], [4.47372, -0.52891, -5.05863], [2.08295, 0.59957, -3.59994], [1.74982, 1.95383, -3.54763], [0.83904, 2.40544, -4.54463], [0.13467, 1.62500, -5.34809], [0.40500, 0.22867, -5.28559], [1.33721, -0.25782, -4.39977], [3.72222, 1.32305, 2.43396], [3.80067, 2.68088, 2.79772], [4.44292, 2.98617, 3.96642], [4.81976, 1.92212, 4.78488], [4.66280, 0.57331, 4.49812], [4.21119, 0.29355, 3.19110], [4.32363, -1.34571, 2.50667], [2.78133, -2.12033, 3.05384], [2.09405, -2.87069, 2.10536], [0.78554, -3.31078, 2.43371], [0.29236, -3.18709, 3.72450], [1.04970, -2.64854, 4.70130], [2.34246, -2.14330, 4.40875], [5.55932, -2.12963, 3.53744], [6.75001, -1.48279, 3.93837], [7.71877, -2.09740, 4.70419], [7.62031, -3.45579, 5.01184], [6.44667, -4.12334, 4.65544], [5.47262, -3.43980, 3.97897], [5.83087, 1.96523, 1.09473], [7.12416, 3.46099, -0.54257], [6.44040, 3.63393, -2.76576], [4.67971, 1.98374, -3.72345], [4.72664, -2.32687, -2.21636], [6.19506, -3.84756, -3.75190], [6.49783, -3.08506, -6.05797], [5.55670, -0.97271, -6.94191], [3.80072, 0.17831, -5.52627], [2.19478, 2.62218, -2.85797], [0.64845, 3.49152, -4.50296], [-0.55690, 1.99633, -6.11735], [-0.12097, -0.45555, -6.01425], [1.44542, -1.37920, -4.29092], [3.41647, 3.43752, 2.10487], [4.33328, 4.08195, 4.37305], [5.26506, 2.17665, 5.76852], [4.88940, -0.16681, 5.23796], [2.57526, -3.31418, 1.26524], [0.32614, -3.85271, 1.62361], [-0.71120, -3.47140, 3.96192], [0.55792, -2.50181, 5.69124], [2.79185, -1.58891, 5.15453], [6.90671, -0.44409, 3.60448], [8.52815, -1.56738, 5.11438], [8.49298, -3.94507, 5.48533], [6.34455, -5.23672, 4.68744], [4.59139, -4.04956, 3.82258], [-4.82257, 2.86293, 2.74443], [-4.86854, 2.60098, 1.35426], [-4.23834, 3.75040, 0.81058], [-4.97825, 4.14180, -0.41980], [-5.32771, 3.09452, -1.22953], [-5.63190, 3.50782, -2.52396], [-5.56400, 3.59518, 3.01366], [-3.87751, 3.19417, 3.22221], [-5.19854, 1.90235, 3.07222], [-3.17155, 3.51120, 0.54422], [-4.22290, 4.55370, 1.58340], [-4.41389, 4.99862, -0.96763], [-5.93703, 4.61425, -0.24121], [-6.34439, 2.75926, -3.06651], [-4.78838, 3.80387, -3.18680], [-6.18321, 4.47417, -2.51405], [-3.01142, -3.88981, 2.15778], [-3.13625, -2.76023, 0.94482], [-2.83329, -2.68885, -0.68293], [-3.55554, -1.70365, 2.09877], [-7.82910, 0.22417, -1.51233], [-9.04220, -0.50907, -1.19483], [-8.88667, -1.92608, -1.71590], [-7.78642, -2.59336, -1.18027], [-6.55456, -1.77777, -1.53485], [-6.59780, -0.35591, -1.00544], [-6.74449, -0.42877, 0.44734], [-7.86980, -1.22790, 0.92897], [-9.15437, -0.59674, 0.26675], [-7.76177, -2.65088, 0.28569], [-7.91827, 1.20975, -1.09561], [-7.68812, 0.30554, -2.58633], [-8.85499, -1.75781, -2.77652], [-9.81283, -2.62002, -1.50388], [-6.42853, -1.77304, -2.65534], [-5.58410, -2.25662, -1.27646], [-6.84280, 0.54851, 0.99478], [-5.72565, -0.78448, 0.76902], [-9.39681, 0.38346, 0.70922], [-9.87999, -1.36277, 0.52933], [-8.62828, -3.15854, 0.76971], [-6.89437, -3.12673, 0.82563], [-0.56435, 1.27904, -0.89827], [0.14008, 1.84985, -0.34427], [-0.52795, 1.54206, -1.92763], [-0.34008, 0.29415, -0.81681]], "atomic_forces_ev_per_a": [[-0.2, -0.5, 0.1], [0.8, -0.5, -0.1], [-0.6, 0.3, -1.0], [-1.0, 0.2, -1.3], [1.7, 0.6, 2.1], [-1.2, -0.6, -0.4], [1.0, 1.1, 0.8], [-2.1, -2.9, 3.6], [1.3, 0.9, -0.8], [-2.9, -0.5, 0.3], [1.6, -1.2, -1.5], [-1.3, 1.5, 1.4], [2.8, -0.8, -2.7], [-0.9, -0.2, 2.9], [-0.2, -1.2, -0.5], [0.1, -0.4, 0.5], [0.2, 1.0, 1.8], [-0.7, -1.5, -2.4], [1.1, 3.4, 3.2], [-0.6, -2.8, -2.2], [-1.0, 0.0, -1.2], [-0.3, -1.8, -0.3], [0.7, 1.1, -1.2], [-0.2, -0.5, -1.0], [-1.3, 1.8, 1.1], [0.8, 0.2, 2.2], [-0.3, 1.9, -1.2], [0.1, -0.2, 1.7], [-0.3, -1.2, -1.2], [0.4, -0.9, 1.4], [-1.8, -0.4, 1.8], [1.9, -0.4, -0.8], [-1.0, -0.3, -1.5], [1.5, 1.3, 1.5], [-2.5, -0.2, -2.3], [1.6, 0.0, 1.5], [-0.4, 0.9, -0.8], [-0.9, -1.2, -0.1], [0.2, -0.3, 0.2], [1.7, -1.0, -0.2], [-1.6, -0.7, -0.3], [-0.3, 0.5, -1.0], [0.4, 0.0, 0.5], [0.8, 0.7, -1.0], [0.0, 0.4, -1.5], [0.3, -0.3, -0.4], [-1.3, 1.4, -0.4], [0.4, -0.1, -0.6], [-0.3, 0.2, 0.7], [0.3, 0.5, 0.2], [0.4, 0.6, 0.4], [0.0, -0.5, -0.3], [0.3, 0.0, 0.6], [0.5, 0.7, 1.2], [0.2, 1.4, -0.3], [0.0, -0.4, 0.4], [0.9, -2.3, -0.8], [-0.4, -0.2, -0.6], [0.3, -0.3, 0.0], [0.2, 0.6, -1.1], [-0.9, -0.1, 0.3], [-0.5, -0.3, -0.2], [0.9, -0.2, -0.7], [1.3, 1.0, 1.4], [0.0, -0.5, 0.4], [1.1, 0.8, 0.0], [-0.8, 0.2, -0.2], [0.1, 1.2, 0.6], [-0.3, 0.3, -0.5], [-1.1, -2.0, 0.8], [1.3, 1.8, 0.4], [0.8, -0.4, -0.8], [0.0, 3.4, -0.8], [1.0, -1.8, -1.2], [-1.9, 0.3, -1.9], [-0.5, 0.6, 0.0], [-0.1, -0.7, -0.7], [0.4, -0.1, 1.3], [-0.7, 0.2, 0.3], [0.0, -0.2, -1.0], [-0.3, -1.5, 0.6], [-0.3, 0.5, 1.0], [1.6, 1.1, 1.1], [0.1, -0.9, 0.6], [-0.2, -0.4, 0.3], [1.6, -6.8, -0.1], [0.6, -0.9, 0.1], [0.0, 0.2, -0.8], [-2.1, 7.9, 0.7], [0.4, 0.1, -0.7], [-0.5, -1.3, 0.7], [-3.2, 0.4, 0.9], [3.9, -0.1, 0.8], [0.9, 0.0, -1.0], [-1.0, -1.2, -0.3], [1.8, 0.1, 1.6], [-1.0, -0.4, -2.2], [1.7, -1.3, 0.7], [-1.0, 1.4, 2.6], [-0.1, 0.7, 0.2], [-0.4, 0.0, -0.4], [0.5, -0.5, -0.7], [1.2, 1.8, -0.2], [-0.7, 0.4, 0.9], [-0.9, 0.1, 0.8], [0.1, -0.3, -1.2], [-1.1, -0.4, 0.5], [0.3, -0.4, -0.1], [-0.6, 0.4, -0.1], [0.2, 0.0, -1.0], [-0.3, 0.5, -1.5], [0.4, 1.5, -0.8], [-0.9, -1.2, -1.1], [0.3, -0.5, 1.9], [0.2, 0.0, 0.0]], "mulliken_charge": [0.389, -0.892, 1.010, -0.137, 0.126, -0.864, -0.844, -0.589, 0.476, 0.179, 0.439, -0.533, -0.516, -0.343, -0.817, 0.153, 0.586, -0.780, -0.561, -0.621, -0.344, -0.436, -0.609, -0.016, -0.880, -0.572, -0.125, 0.420, 0.198, 0.499, -0.354, -0.580, -0.410, -0.710, -0.118, 0.380, -0.294, -0.819, -0.334, -0.684, -0.473, 0.253, 0.434, 0.421, 0.669, 0.328, 0.269, 0.401, 0.321, 0.335, 0.534, 0.278, 0.404, 0.309, 0.337, 0.486, 0.223, 0.326, 0.559, 0.440, 0.436, 0.339, 0.308, 0.430, 0.393, 0.444, 0.327, 0.293, 0.284, -0.982, -0.126, -0.463, -0.489, -0.107, -0.835, 0.397, 0.353, 0.245, 0.142, 0.455, 0.354, 0.344, 0.140, 0.325, 0.371, -0.639, 0.197, -0.470, -0.384, -0.821, 0.049, -0.582, 0.103, -0.315, 0.193, 0.569, -0.161, -0.701, -0.573, 0.275, 0.293, 0.374, 0.275, 0.253, -0.047, -0.096, -0.483, 0.237, 0.458, 0.312, 0.328, -0.538, 0.167, 0.151, 0.269], "homo_ha": [-0.0373, -0.0030], "charge": -1, "relative_energy_ev": 2.148, "orbital_gap_ev": [2.66, 1.46]}